Here is a molecular structure, C23H46N2O6ReSi4 from the Open Molecules 2025 dataset. Energies are from ωB97M-V/def2-TZVPD.

Output
energy	-73509.6479	eV
HOMO-LUMO gap (alpha / beta)	0.2685 / 0.2689	Ha
2S+1	2
relative energy (zero: lowest compared OMol25 entry of this formula, charge and spin)	106.3	kJ/mol
largest force on an atom	1.78	eV/A

Geometry (Å):
Re: -0.043 -0.020 0.696
O: -0.074 3.365 0.740
C: -0.248 3.569 2.116
C: -0.958 2.437 2.857
N: -0.366 1.075 2.834
C: 1.008 1.085 3.344
C: 2.069 1.287 2.250
O: 3.159 1.708 2.559
O: 1.729 0.927 1.042
C: -1.272 0.163 3.560
C: -1.872 -1.004 2.753
O: -2.596 -1.766 3.350
O: -1.562 -1.115 1.490
H: -0.883 2.990 0.358
H: 0.745 3.751 2.534
H: -0.848 4.469 2.295
H: -1.037 2.746 3.908
H: -1.964 2.350 2.453
H: 1.163 1.847 4.112
H: 1.253 0.121 3.788
H: -0.770 -0.280 4.422
H: -2.127 0.706 3.963
C: 1.962 0.267 -4.004
Si: 0.986 0.897 -2.501
C: -0.676 1.524 -3.133
C: 1.977 2.376 -1.871
C: 0.786 -0.567 -1.261
Si: -0.359 -1.971 -1.873
C: -0.210 -3.479 -0.728
C: -2.183 -1.507 -1.853
C: -0.011 -2.486 -3.662
Si: 2.526 -1.226 -0.946
C: 3.049 -2.638 -2.099
C: 4.042 -0.108 -0.839
C: 2.337 -1.978 0.790
C: 3.267 -2.854 1.338
C: 3.057 -3.415 2.584
C: 1.879 -3.102 3.245
C: 1.003 -2.212 2.660
N: 1.228 -1.633 1.471
H: 2.106 1.097 -4.701
H: 1.450 -0.531 -4.544
H: 2.955 -0.099 -3.729
H: -0.562 2.517 -3.574
H: -1.373 1.604 -2.302
H: -1.111 0.867 -3.890
H: 1.691 3.269 -2.431
H: 3.051 2.233 -1.999
H: 1.782 2.575 -0.821
H: -0.602 -3.217 0.258
H: 0.807 -3.852 -0.599
H: -0.821 -4.298 -1.113
H: -2.521 -1.305 -0.835
H: -2.786 -2.324 -2.253
H: -2.368 -0.618 -2.455
H: 1.044 -2.645 -3.885
H: -0.394 -1.730 -4.352
H: -0.544 -3.418 -3.867
H: 3.168 -2.260 -3.117
H: 2.325 -3.453 -2.133
H: 4.013 -3.055 -1.796
H: 4.308 0.302 -1.815
H: 4.895 -0.690 -0.481
H: 3.885 0.719 -0.148
H: 4.155 -3.091 0.766
H: 3.781 -4.087 3.026
H: 1.633 -3.530 4.207
H: 0.082 -1.981 3.170
C: -3.368 3.417 0.379
Si: -3.186 1.545 0.053
C: -4.241 0.662 1.352
C: -4.112 1.291 -1.581
O: -1.613 1.164 0.036
H: -4.376 3.719 0.087
H: -2.666 4.010 -0.214
H: -3.245 3.700 1.427
H: -5.291 0.914 1.188
H: -3.994 0.948 2.378
H: -4.147 -0.424 1.288
H: -5.034 1.875 -1.532
H: -4.391 0.248 -1.738
H: -3.553 1.631 -2.454



Here is a molecular structure, C17H16AuN3S from the Open Molecules 2025 dataset. Energies are from ωB97M-V/def2-TZVPD.

Output
energy	-36866.6907	eV
total charge	+2
HOMO-LUMO gap (alpha / beta)	0.2799 / 0.1595	Ha
2S+1	3
largest force on an atom	2.84	eV/A

Geometry (Å):
C: -3.018 -0.970 -3.166
C: -2.936 0.375 -2.990
H: -3.658 -1.588 -2.528
H: -2.537 -1.457 -4.022
H: -2.499 1.018 -3.766
H: -3.504 0.872 -2.195
Au: -0.660 -0.281 -1.773
C: 1.521 -1.541 -2.249
C: 0.992 -0.723 -3.328
C: 1.808 0.675 -1.641
C: 2.028 -0.670 -1.238
H: 0.720 -1.055 -4.336
H: 1.052 1.560 -3.565
H: 2.183 1.565 -1.147
C: 1.154 0.679 -2.922
H: 2.587 -0.990 -0.358
H: 1.682 -2.617 -2.268
N: -0.636 0.616 2.888
C: 0.631 1.191 3.011
C: 1.401 1.619 4.083
C: 2.756 1.938 3.883
C: 3.340 1.753 2.621
C: 2.562 1.296 1.551
C: 1.182 1.090 1.715
N: 0.237 0.575 0.851
C: -0.836 0.204 1.578
C: -1.881 -0.720 1.107
C: -2.798 -1.459 1.849
S: -3.444 -2.784 0.964
C: -2.475 -2.356 -0.372
N: -1.846 -1.169 -0.232
H: -1.310 0.510 3.629
H: 0.921 1.726 5.048
H: 3.394 2.339 4.672
H: 4.400 1.972 2.456
H: 2.995 1.038 0.586
H: -3.079 -1.267 2.873
H: -2.429 -2.965 -1.268



Here is a molecular structure, C43H67BaIN12O2 from the Open Molecules 2025 dataset. Energies are from ωB97M-V/def2-TZVPD.

Output
energy	-76448.9217	eV
HOMO-LUMO gap	0.2537	Ha
relative energy (zero: lowest compared OMol25 entry of this formula, charge and spin)	139.0	kJ/mol
largest force on an atom	3.75	eV/A

Geometry (Å):
Ba: 0.065 0.683 -0.201
C: 0.060 6.382 2.072
N: 0.360 5.251 1.210
C: 0.506 5.578 -0.205
C: 0.125 3.947 1.604
N: 0.765 2.903 1.192
C: 2.020 3.044 0.447
C: 2.972 1.885 0.803
N: 2.640 0.558 0.202
C: 3.408 -0.462 0.966
C: 3.470 -1.853 0.372
N: 2.147 -2.471 0.384
C: 1.905 -3.675 -0.006
N: 2.686 -4.517 -0.774
C: 3.641 -4.020 -1.750
C: 2.658 -5.966 -0.632
N: 0.695 -4.270 0.370
C: 0.012 -3.593 1.462
C: -0.199 -4.580 -0.753
C: 2.923 0.547 -1.256
C: 2.112 -0.526 -2.051
N: 0.803 -0.063 -2.532
C: 0.593 0.003 -3.815
N: 1.637 -0.044 -4.744
C: 2.649 0.994 -4.699
C: 1.530 -0.769 -5.994
N: -0.663 0.066 -4.315
C: -0.971 0.747 -5.560
C: -1.814 -0.471 -3.602
N: -0.879 3.799 2.553
C: -0.910 2.522 3.236
C: -2.216 4.262 2.144
H: 0.866 7.114 2.005
H: -0.036 6.057 3.104
H: -0.868 6.884 1.778
H: -0.280 6.284 -0.495
H: 0.373 4.694 -0.817
H: 1.474 6.037 -0.425
H: 2.529 3.982 0.685
H: 1.839 3.074 -0.639
H: 2.937 1.767 1.886
H: 4.001 2.162 0.531
H: 2.945 -0.536 1.950
H: 4.438 -0.100 1.104
H: 4.159 -2.416 1.010
H: 3.947 -1.802 -0.604
H: 4.635 -3.825 -1.341
H: 3.268 -3.119 -2.228
H: 3.745 -4.773 -2.534
H: 2.251 -6.446 -1.529
H: 2.049 -6.249 0.220
H: 3.674 -6.343 -0.484
H: 0.701 -3.442 2.287
H: -0.817 -4.222 1.794
H: -0.379 -2.612 1.180
H: 0.367 -5.042 -1.561
H: -0.700 -3.682 -1.134
H: -0.973 -5.279 -0.432
H: 4.000 0.417 -1.427
H: 2.667 1.530 -1.664
H: 1.905 -1.365 -1.381
H: 2.731 -0.903 -2.868
H: 2.585 1.530 -3.755
H: 2.508 1.721 -5.506
H: 3.655 0.573 -4.796
H: 0.705 -1.477 -5.949
H: 2.452 -1.332 -6.165
H: 1.375 -0.111 -6.857
H: -0.126 1.353 -5.879
H: -1.810 1.424 -5.389
H: -1.241 0.047 -6.358
H: -2.258 -1.292 -4.174
H: -2.567 0.306 -3.481
H: -1.537 -0.857 -2.625
H: 0.088 2.224 3.549
H: -1.304 1.722 2.604
H: -1.562 2.610 4.110
H: -2.147 5.183 1.573
H: -2.834 4.447 3.024
H: -2.721 3.529 1.512
N: -3.960 1.048 -1.340
C: -4.222 2.287 -0.772
C: -5.258 2.428 0.153
C: -5.582 3.672 0.672
C: -4.881 4.802 0.261
C: -3.854 4.648 -0.667
C: -3.490 3.409 -1.186
C: -2.348 3.315 -2.171
C: -2.468 4.043 -3.365
C: -1.364 4.241 -4.190
C: -0.134 3.727 -3.787
C: -0.067 2.971 -2.613
C: -1.149 2.684 -1.746
H: -2.997 0.913 -1.592
H: -4.340 0.246 -0.867
H: -5.813 1.544 0.456
H: -6.391 3.755 1.389
H: -5.126 5.783 0.652
H: -3.286 5.516 -0.991
H: -3.428 4.480 -3.632
H: -1.459 4.813 -5.107
H: 0.762 3.922 -4.373
H: 0.948 2.633 -2.341
C: -0.200 -3.333 5.105
C: 0.160 -1.901 5.506
C: 0.546 -1.037 4.358
N: 0.843 -0.367 3.468
H: -0.547 -3.874 5.985
H: 0.661 -3.856 4.689
H: -1.001 -3.336 4.364
H: 0.982 -1.888 6.221
H: -0.690 -1.428 5.995
I: -4.411 -2.773 6.317
C: -3.849 -2.341 4.363
C: -3.184 -1.152 4.102
C: -2.746 -0.903 2.807
C: -3.011 -1.796 1.779
C: -3.718 -2.960 2.051
C: -4.124 -3.252 3.349
C: -2.554 -1.530 0.367
O: -3.034 -2.184 -0.550
O: -1.660 -0.599 0.236
H: -3.009 -0.433 4.892
H: -2.209 0.003 2.587
H: -3.935 -3.637 1.233
H: -4.655 -4.169 3.564



Question: Which of these has the lowest largest force on an atom?
Answer: C23H46N2O6ReSi4